Below is a cluster of 3 separate species, C2H9N2O in total at a distorted geometry, with properties calculated with ωB97M-V/def2-TZVPD.

Summary:
frontier orbital gap: 0.3701 hartree
E_HOMO: -13.6 eV
electronic energy: -266.03148 Eh
total charge: +1
F_max: 5.28 eV Å⁻¹
lowest unoccupied orbital energy: -3.515 eV

Geometry (Å):
C: 1.7614 -1.3587 0.2641
C: 0.6907 -0.7272 0.5731
N: -0.3329 -0.0834 0.7457
N: -2.6091 0.1852 -0.2855
O: 1.9139 1.3209 -0.3601
H: -3.2095 -0.7090 -0.5942
H: 2.1565 -1.2742 -0.6436
H: 2.2525 -1.8987 1.1052
H: -1.6477 -0.1771 0.2775
H: -0.1704 0.8029 1.1048
H: -3.1266 0.6410 0.4852
H: 2.8776 1.2174 -0.3002
H: -2.2408 0.7660 -1.0331
H: 1.6844 1.2948 -1.3390

Atom charges from the Löwdin analysis, given in e for atoms 1 to 5: C 0.07; C -0.18; N 0.13; N 0.17; O -0.09